Record 1
DFT (ωB97M-V/def2-TZVPD) results for a structure of composition C18H12Br2O14Pd at a distorted geometry.

Geometry as ORCA input:
```
! RIJCOSX wB97M-V def2-TZVPD def2/J DEFGRID3
* xyz -4 3
Pd 0.46256 -0.10533 0.00485
Br 1.59973 -0.03023 3.80580
Br -1.02301 0.05278 -3.65037
C 8.11711 -0.41747 -1.04643
C 6.65189 -0.17634 -0.82696
C 5.60758 -1.30417 -1.33541
O 4.39320 -1.15086 -1.01317
C 6.24269 -2.46896 -1.96738
C 7.58729 -2.53055 -2.24077
C 8.50694 -1.46524 -1.79594
O 9.80855 -1.48377 -2.05075
O 7.94489 -3.66374 -2.80926
O 6.27713 0.73314 -0.03220
H 8.80671 0.29941 -0.62580
H 5.53040 -3.25247 -2.17991
C 2.57597 7.32764 -0.18562
C 2.14316 7.68231 -1.40947
C 1.16239 6.84562 -2.09957
O 0.49833 7.16318 -3.14048
C 0.72754 5.57241 -1.65991
C 1.26545 5.08547 -0.41268
C 2.32176 6.05159 0.38489
O 2.89721 5.68900 1.40408
O 0.94767 3.90553 -0.03212
O 2.46451 8.94579 -1.70529
H 3.19475 8.00386 0.38555
H -0.13924 5.06246 -2.05367
C -4.79953 -5.84644 -0.74785
C -4.67820 -5.90261 0.76104
O -3.79604 -4.79567 0.99215
C -3.12349 -4.50613 -0.14325
O -2.06679 -3.89232 -0.14389
O -3.81843 -4.94610 -1.14775
H -5.80350 -5.55523 -1.05662
H -4.38450 -6.75867 -1.17645
H -4.33159 -6.86635 1.13410
H -5.60224 -5.79360 1.32881
C -7.29932 -0.58580 2.60922
C -6.44082 -1.02625 3.71101
O -5.31510 -0.33777 3.43725
C -5.25657 0.13151 2.17065
O -4.26353 0.55609 1.58243
O -6.40294 -0.28792 1.56783
H -7.87420 0.30160 2.87407
H -8.16194 -1.20731 2.36892
H -6.25918 -2.07265 3.46569
H -6.89526 -0.97939 4.70065
*
```

## Properties
Expectation value of S²   2.0367
Lowest unoccupied orbital energy (spin up / spin down)   0.1762 / 0.1762 hartree
Orbital gap (spin up / spin down)   1.371 / 1.370 eV

Results of the Löwdin charge analysis, in e, for atoms 1 through 4: 0.75 -0.87 -0.88 -0.06

=====

Record 2
DFT (ωB97M-V/def2-TZVPD) results for a structure of composition C18H12F3I3IrNO3S at a distorted geometry.

Geometry as ORCA input:
```
! RIJCOSX wB97M-V def2-TZVPD def2/J DEFGRID3
* xyz 1 2
Ir -0.06025 0.01837 -0.30646
O -0.23569 1.20434 1.57324
N 0.53585 0.86911 2.57088
C 0.29390 1.42572 3.77412
C 1.10117 1.14773 4.85162
C 2.17870 0.27933 4.70875
C 2.41246 -0.28975 3.47646
C 1.58095 0.00865 2.39849
S 1.83660 -0.74152 0.86813
H -0.56415 2.07966 3.80010
H 0.88087 1.61694 5.79929
H 2.81484 0.04491 5.54986
H 3.22473 -0.98414 3.31363
I -2.42980 0.96634 -1.31677
C -3.98765 0.45549 0.06834
I -3.50014 0.21210 2.10169
H -4.41341 -0.47037 -0.29606
H -4.68667 1.27864 -0.01367
I 1.27602 2.15130 -1.26144
C 1.94249 0.98408 -2.87011
C 2.81401 1.53874 -3.75675
C 3.24657 0.76199 -4.85070
C 2.76932 -0.50419 -5.01401
C 1.83564 -1.06921 -4.10976
C 1.29833 -2.35699 -4.33410
C 0.38170 -2.87685 -3.47270
C -0.01621 -2.14977 -2.32888
C 0.48741 -0.90378 -2.04573
C 1.41101 -0.32463 -2.97327
H 3.17207 2.55220 -3.63462
H 3.94852 1.18423 -5.55626
H 3.09581 -1.10473 -5.85364
H 1.61626 -2.91063 -5.20849
H -0.04481 -3.85534 -3.65060
H -0.74180 -2.60445 -1.67057
F -0.97669 -4.81197 1.73945
C -1.58063 -3.77380 1.18498
F -2.63939 -3.43945 1.93061
F -2.02104 -4.13283 -0.02860
C -0.61829 -2.55931 1.05730
O 0.47131 -2.62042 1.61190
O -1.12392 -1.60448 0.38946
*
```

## Properties
Expectation value of S²   0.7707
Lowest unoccupied orbital energy (spin up / spin down)   -0.1354 / -0.2090 hartree
Energy above the lowest of the compared OMol25 structures with the same formula, charge and spin   0.572 eV
Orbital gap (spin up / spin down)   7.044 / 5.035 eV

Results of the Löwdin charge analysis, in e, for atoms 1 through 4: 0.61 -0.35 -0.19 0.01

=====

Record 3
DFT (ωB97M-V/def2-TZVPD) results for a structure of composition C18H12F5N4RuS7.

Geometry as ORCA input:
```
! RIJCOSX wB97M-V def2-TZVPD def2/J DEFGRID3
* xyz 1 1
Ru 0.53153 -0.39827 0.20597
C 3.17047 -0.64217 -3.12964
C 2.43177 -0.77657 -1.84640
N 1.41643 -0.02988 -1.53274
N 0.97794 0.91833 -2.40748
C 0.06355 1.70858 -1.88969
N -0.40917 2.69975 -2.65077
S -0.55996 1.59081 -0.25229
C 2.82754 -1.78001 -0.84452
C 3.92605 -2.60568 -0.99920
C 4.23413 -3.51272 0.00697
C 3.43611 -3.56857 1.13413
C 2.34765 -2.71376 1.22501
N 2.05495 -1.84517 0.26256
H 2.71502 0.12102 -3.74914
H 3.16902 -1.59463 -3.66257
H 4.21015 -0.37262 -2.93175
H -0.02537 2.85202 -3.56818
H -1.11840 3.31681 -2.29881
H 4.53555 -2.53987 -1.88818
H 5.08937 -4.16637 -0.09511
H 3.63837 -4.26185 1.93737
H 1.68545 -2.72101 2.08140
C -3.98808 -0.26238 -3.13962
S -2.49363 -0.47617 -2.14243
C -3.14569 -1.06101 -0.64750
C -2.40067 -1.66517 0.31398
S -0.74412 -2.14308 0.16740
S -3.24118 -2.18358 1.76052
C -4.82332 -1.64073 1.29540
S -6.15411 -1.82356 2.19646
S -4.82640 -0.84235 -0.26305
H -3.62715 -0.03220 -4.13993
H -4.59639 0.56740 -2.78604
H -4.56548 -1.18326 -3.16827
F -1.86537 4.97201 3.94015
C -1.19723 3.90085 3.54855
C -1.85084 2.68439 3.42797
F -3.14577 2.59458 3.70144
C -1.14197 1.57248 3.01415
F -1.80018 0.41490 2.88908
C 0.21742 1.64715 2.71378
S 1.13127 0.23098 2.20450
C 0.84811 2.87938 2.84273
F 2.13849 2.99837 2.54468
C 0.15494 4.00108 3.25494
F 0.76921 5.17178 3.36417
*
```

## Properties
Lowest unoccupied orbital energy (spin up / spin down)   -0.1891 / -0.1891 hartree
Energy above the lowest of the compared OMol25 structures with the same formula, charge and spin   0.000 eV
Orbital gap (spin up / spin down)   5.254 / 5.255 eV

Results of the Löwdin charge analysis, in e, for atoms 1 through 4: 0.60 0.00 -0.21 -0.14

=====

Record 4
DFT (ωB97M-V/def2-TZVPD) results for a structure of composition C18H12N2O6S at a distorted geometry.

Geometry as ORCA input:
```
! RIJCOSX wB97M-V def2-TZVPD def2/J DEFGRID3
* xyz 0 1
O -4.22041 -3.64914 1.40747
C -3.47201 -2.94270 0.59561
O -2.46992 -3.31564 -0.19182
H -2.48641 -4.39547 -0.05861
C -3.80976 -1.65178 0.30382
C -4.90390 -0.96036 1.25081
C -5.15771 0.35956 1.25840
C -4.30475 1.27214 0.12126
C -3.32876 0.68172 -0.60211
C -3.00874 -0.75279 -0.40492
H -2.31831 -0.97589 -0.94636
C -2.49768 1.59199 -1.49697
N -1.18621 1.74711 -0.77268
C -1.23578 3.14695 0.14757
O -2.19754 3.78269 0.10285
S 0.25109 3.23528 1.03244
C 1.01601 1.64040 0.21898
C 2.22336 1.41817 0.53042
C 3.23452 0.49257 -0.00657
C 4.41750 0.49029 0.64849
C 5.30223 -0.55968 0.11794
C 4.86162 -1.54277 -0.42660
C 3.67358 -1.58696 -0.99189
C 2.70211 -0.65888 -0.56392
H 1.75742 -0.60895 -1.35739
H 3.45450 -2.51034 -1.67185
H 5.71920 -2.58412 -0.81548
N 6.74026 -0.30706 0.67597
O 6.90924 0.45330 1.50335
O 7.50095 -1.39955 0.48164
H 4.79302 1.37369 1.09957
H 2.71914 2.14924 0.98941
C -0.01828 1.22112 -0.66585
O 0.02280 0.04738 -1.37291
H -2.07069 0.84966 -2.24574
H -2.87597 2.59517 -1.69328
H -4.41912 2.32275 -0.00516
H -5.85132 0.97652 1.93516
H -5.46527 -1.44559 1.86895
*
```

## Properties
Lowest unoccupied orbital energy   -0.0344 hartree
Energy above the lowest of the compared OMol25 structures with the same formula, charge and spin   12.530 eV
Orbital gap   8.573 eV

Results of the Löwdin charge analysis, in e, for atoms 1 through 4: 0.02 -0.50 0.09 0.23

=====

Record 5
DFT (ωB97M-V/def2-TZVPD) results for a structure of composition C18H12N5OsSbSe4 at a distorted geometry.

Geometry as ORCA input:
```
! RIJCOSX wB97M-V def2-TZVPD def2/J DEFGRID3
* xyz 0 5
Os -0.49770 -0.49782 -1.52808
C 3.45112 -1.31385 -2.96284
C 4.08637 -2.01580 -1.93820
C 3.52583 -2.02935 -0.68458
C 2.30852 -1.37287 -0.43529
N 1.68302 -0.72336 -1.45836
C 2.26581 -0.68876 -2.67212
N 1.83575 -1.45352 0.84951
C 0.85103 -0.72763 1.26518
N 0.16124 0.16092 0.50186
C -0.72760 0.85106 1.26499
N -1.45328 1.83561 0.84933
C -1.37275 2.30854 -0.43561
C -2.02924 3.52580 -0.68467
C -2.01585 4.08657 -1.93843
C -1.31385 3.45125 -2.96323
C -0.68884 2.26587 -2.67218
N -0.72333 1.68315 -1.45871
C -0.65677 0.33356 2.64701
C -1.32431 0.67858 3.80175
C -0.98514 -0.00261 4.96835
C -0.00265 -0.98482 4.96816
C 0.67870 -1.32414 3.80205
C 0.33384 -0.65680 2.64675
H 3.85665 -1.26617 -3.96275
H 5.01082 -2.54376 -2.13067
H 3.98462 -2.54208 0.14749
H 1.73308 -0.13739 -3.43933
H -2.54201 3.98478 0.14730
H -2.54383 5.01104 -2.13087
H -1.26649 3.85713 -3.96303
H -0.13761 1.73345 -3.43977
H -2.09027 1.44233 3.80320
H -1.49636 0.23529 5.89219
H 0.23506 -1.49587 5.89218
H 1.44266 -2.08990 3.80306
Se -4.09294 -4.09282 -2.96742
Sb -2.99396 -2.99458 -1.14136
Se -2.80807 -0.41900 -1.73236
Se -0.41854 -2.80800 -1.73310
Se -3.26271 -3.26405 1.22260
*
```

## Properties
Expectation value of S²   6.0900
Lowest unoccupied orbital energy (spin up / spin down)   -0.0946 / -0.1304 hartree
Orbital gap (spin up / spin down)   2.889 / 4.666 eV

Results of the Löwdin charge analysis, in e, for atoms 1 through 4: 0.89 -0.07 -0.06 -0.01

=====

Record 6
DFT (ωB97M-V/def2-TZVPD) results for a structure of composition C18H12N5SbSe4Sn.

Geometry as ORCA input:
```
! RIJCOSX wB97M-V def2-TZVPD def2/J DEFGRID3
* xyz -2 1
Sn -0.51310 -1.75492 -0.68269
C -2.04044 -0.35689 -4.83026
C -2.30899 1.00938 -4.77963
C -1.76427 1.76495 -3.76722
C -0.95318 1.13849 -2.80494
N -0.70699 -0.16573 -2.86013
C -1.24516 -0.89014 -3.83801
N -0.39631 1.96015 -1.84814
C 0.22697 1.60077 -0.77058
N 0.51797 0.40314 -0.16227
C 1.17315 0.67573 1.01918
N 1.63280 -0.03786 1.99146
C 1.61946 -1.41688 2.10289
C 1.95036 -1.93338 3.36310
C 1.98611 -3.29839 3.54114
C 1.71159 -4.13288 2.46319
C 1.39406 -3.54380 1.25737
N 1.35822 -2.22273 1.07582
C 1.35758 2.14653 1.15271
C 1.95989 2.90902 2.13695
C 1.95618 4.28757 1.95980
C 1.36298 4.86861 0.83612
C 0.75735 4.08656 -0.14032
C 0.77486 2.71663 0.04989
H -2.46297 -0.99502 -5.59340
H -2.94915 1.47407 -5.51971
H -1.94481 2.82600 -3.67497
H -1.04119 -1.95549 -3.78912
H 2.14397 -1.23898 4.16759
H 2.20848 -3.71245 4.51695
H 1.69203 -5.20841 2.56255
H 1.10430 -4.14033 0.40128
H 2.40196 2.43545 3.00199
H 2.41316 4.92647 2.70697
H 1.37107 5.94770 0.73184
H 0.28273 4.51180 -1.01321
Se -5.74431 -2.73577 0.08043
Sb -3.55634 -3.11932 1.05477
Se -2.00537 -4.38652 -0.36646
Se -2.35438 -0.82876 0.84564
Se -3.37024 -3.61440 3.42142
*
```

## Properties
Lowest unoccupied orbital energy   0.1474 hartree
Energy above the lowest of the compared OMol25 structures with the same formula, charge and spin   0.300 eV
Orbital gap   5.223 eV

Results of the Löwdin charge analysis, in e, for atoms 1 through 4: 0.62 -0.08 -0.09 -0.02

=====

Record 7
DFT (ωB97M-V/def2-TZVPD) results for a structure of composition C18H13As2F6NO2RhS5.

Geometry as ORCA input:
```
! RIJCOSX wB97M-V def2-TZVPD def2/J DEFGRID3
* xyz -2 6
Rh 0.06649 0.20255 -0.32118
S 2.13379 3.86611 1.28520
As 1.18867 2.07252 1.92352
S 2.01807 0.30683 0.92920
S -0.85049 1.85078 1.24135
S 1.50824 2.26836 4.00240
C -4.09155 -0.02524 -1.51587
C -4.07618 -1.14741 -2.41358
C -2.91882 -1.85886 -2.56362
C -1.75552 -1.50616 -1.85871
N -1.79035 -0.39351 -0.99848
C -2.94438 0.29432 -0.85437
C -0.49818 -2.16124 -1.91625
C -0.21674 -3.31913 -2.67171
C 1.05175 -3.86821 -2.67948
C 2.08034 -3.30001 -1.92935
C 1.81833 -2.15997 -1.16521
C 0.56474 -1.58534 -1.17437
H -4.98818 0.55410 -1.34251
H -4.96976 -1.43115 -2.95687
H -2.88929 -2.71321 -3.22882
H -2.92210 1.13008 -0.16782
H -1.00691 -3.78787 -3.24800
H 1.24272 -4.76024 -3.26722
H 3.07253 -3.73631 -1.92713
H 2.61922 -1.73504 -0.57338
F -0.79195 -1.59784 1.57705
As -1.18141 -2.61023 2.94089
F 0.49361 -3.01669 3.10902
F -0.96581 -1.25942 4.00112
F -1.56801 -3.62185 4.29673
F -2.85412 -2.20501 2.75943
F -1.39488 -3.95603 1.87262
O 3.79726 5.50072 -6.53406
C 2.90000 5.89129 -5.59017
O 2.56945 7.04213 -5.54910
C 2.38280 4.81939 -4.69483
C 1.15209 5.01383 -4.07595
C 0.58615 4.02018 -3.29925
C 1.24976 2.80023 -3.11494
S 0.47790 1.47684 -2.27821
C 2.52435 2.63783 -3.67274
C 3.07113 3.62997 -4.46564
H 3.85382 4.53731 -6.53009
H 0.64625 5.95910 -4.23293
H -0.37880 4.16151 -2.82912
H 3.06673 1.72273 -3.47485
H 4.07234 3.48955 -4.86313
*
```

## Properties
Expectation value of S²   8.8075
Lowest unoccupied orbital energy (spin up / spin down)   0.1345 / 0.0757 hartree
Energy above the lowest of the compared OMol25 structures with the same formula, charge and spin   0.747 eV
Orbital gap (spin up / spin down)   3.774 / 5.287 eV

Results of the Löwdin charge analysis, in e, for atoms 1 through 4: 0.52 -0.02 -0.55 0.16

=====

Record 8
DFT (ωB97M-V/def2-TZVPD) results for a structure of composition C18H13AsN4O12ReS6Sb.

Geometry as ORCA input:
```
! RIJCOSX wB97M-V def2-TZVPD def2/J DEFGRID3
* xyz 0 1
Re 0.29554 0.04094 -0.42087
O -0.77385 0.52262 3.36922
As 0.90882 0.31965 2.94181
O 1.65906 -0.62390 4.01474
O 0.74771 -0.44865 1.40174
C 1.65001 2.09769 2.89274
C 2.45487 2.37667 3.98576
C 2.98879 3.65374 4.15259
C 2.71735 4.64989 3.23737
C 1.92297 4.37892 2.12563
C 1.40288 3.11169 1.96493
S 0.59143 2.72344 0.45498
O 0.24961 3.91029 -0.25086
O 1.56131 1.80630 -0.23080
O -0.54500 1.79162 0.79116
H -1.21500 1.07002 2.70114
H 2.65683 1.59162 4.70374
H 3.61756 3.86002 5.00832
H 3.12942 5.64072 3.37172
H 1.71780 5.13898 1.38426
S 0.16657 -3.26638 -4.38587
Sb 0.89032 -3.21939 -2.33323
S 1.79418 -1.09811 -1.64742
S -1.16005 -1.55245 -0.42624
S 1.04663 -4.76481 -0.78113
C -2.37969 -3.01081 5.20024
C -1.94206 -2.77810 3.79308
C -0.67289 -3.20786 3.36718
C -0.30977 -2.99901 2.06203
N -1.20232 -2.37458 1.28393
C -2.35984 -1.92052 1.76642
S -3.02716 -0.92240 0.50178
N -2.79569 -2.13957 2.98608
H -2.55089 -4.07675 5.36294
H -3.29808 -2.46730 5.40056
H -1.59950 -2.69260 5.89192
H 0.01770 -3.66211 4.06100
H 0.63081 -3.28297 1.61115
O -2.71555 0.60748 -1.70771
C -1.81699 1.33778 -2.07624
O -0.54640 1.13039 -1.83711
C -2.07945 2.59292 -2.85338
C -1.06011 3.49290 -3.13302
C -1.37524 4.64204 -3.83166
C -2.65188 4.93703 -4.26696
C -3.63545 4.01356 -3.96365
C -3.38245 2.84894 -3.26654
N -5.02003 4.29408 -4.40436
O -5.86762 3.47208 -4.12985
O -5.20133 5.29775 -5.06000
N -0.29568 5.61310 -4.12376
O -0.59607 6.60440 -4.75468
O 0.81236 5.35452 -3.70729
H -0.05093 3.31304 -2.79727
H -2.87188 5.84102 -4.81196
H -4.17658 2.15412 -3.03843
*
```

## Properties
Lowest unoccupied orbital energy   -0.0747 hartree
Orbital gap   6.787 eV

Results of the Löwdin charge analysis, in e, for atoms 1 through 4: 0.93 -0.22 0.95 -0.41

=====

Number 1: molar mass 718.51 g mol⁻¹. Number 2: molar mass 952.29 g mol⁻¹. Number 3: molar mass 704.85 g mol⁻¹. Number 4: molar mass 384.37 g mol⁻¹. Number 5: molar mass 926.16 g mol⁻¹. Number 6: molar mass 854.64 g mol⁻¹. Number 7: molar mass 802.38 g mol⁻¹. Number 8: molar mass 1052.61 g mol⁻¹.